DFT (ωB97M-V with the def2-TZVPD basis set) results for a molecular structure, C56H148N12O16 in a non-equilibrium geometry.

```
232
C56H148N12O16 | the OMol25 dataset | ωB97M-V with the def2-TZVPD basis set
C -17.952 19.333 6.306
O -17.524 18.151 7.016
C -18.555 17.268 7.441
C -17.907 16.145 8.356
N -19.018 15.333 8.872
C -18.563 14.229 9.710
C -17.931 13.074 8.933
O -17.307 12.109 9.782
C -18.203 11.281 10.513
H -17.149 19.997 5.985
H -18.677 19.926 6.864
H -18.536 18.972 5.460
H -18.989 16.693 6.623
H -19.358 17.817 7.933
H -17.380 16.606 9.192
H -17.198 15.544 7.788
H -19.780 15.800 9.342
H -19.382 13.792 10.281
H -17.836 14.623 10.421
H -17.213 13.481 8.221
H -18.729 12.554 8.402
H -18.674 11.829 11.329
H -17.549 10.528 10.954
H -18.936 10.868 9.820
C -15.166 11.854 8.920
O -14.028 12.490 9.504
C -13.242 13.261 8.645
C -13.877 14.627 8.744
N -15.083 14.948 7.964
C -14.855 14.765 6.554
C -16.094 14.922 5.681
O -16.953 13.769 5.866
C -18.239 13.928 5.378
H -15.778 11.578 9.779
H -14.893 10.931 8.409
H -15.741 12.510 8.267
H -13.214 12.966 7.596
H -12.217 13.262 9.015
H -13.069 15.358 8.714
H -14.082 14.721 9.811
H -15.811 14.383 8.378
H -14.410 13.789 6.360
H -14.140 15.504 6.190
H -15.854 14.933 4.618
H -16.579 15.890 5.803
H -18.693 14.912 5.493
H -18.858 13.136 5.799
H -18.136 13.771 4.304
C -10.218 8.974 5.852
O -11.451 8.438 6.242
C -12.247 8.075 5.093
C -13.755 7.854 5.496
N -14.396 9.136 5.681
C -15.846 9.022 5.920
C -16.387 10.471 6.175
O -17.620 10.293 6.769
C -18.411 11.496 6.959
H -9.655 8.342 5.166
H -9.505 9.022 6.675
H -10.405 10.000 5.537
H -11.990 7.056 4.802
H -12.074 8.653 4.185
H -13.769 7.197 6.366
H -14.343 7.422 4.685
H -14.009 9.525 6.529
H -16.125 8.404 6.773
H -16.456 8.545 5.153
H -16.588 11.098 5.306
H -15.687 10.955 6.856
H -17.917 12.179 7.650
H -19.354 11.270 7.455
H -18.626 11.969 6.001
C -24.259 21.509 7.511
O -22.922 21.557 7.241
C -22.556 22.244 6.075
C -21.146 22.884 6.127
N -20.115 22.082 6.806
C -18.806 22.800 6.694
C -17.710 21.958 7.282
O -16.537 22.609 6.937
C -15.363 21.844 7.195
H -24.479 20.918 8.400
H -24.856 20.982 6.766
H -24.600 22.528 7.694
H -23.264 23.030 5.813
H -22.529 21.534 5.249
H -21.311 23.807 6.683
H -20.796 23.062 5.110
H -20.060 21.161 6.394
H -18.918 23.769 7.181
H -18.598 23.093 5.665
H -17.705 21.012 6.740
H -17.758 21.890 8.369
H -15.065 21.848 8.244
H -14.499 22.322 6.734
H -15.410 20.821 6.822
C -19.363 18.621 12.031
C -19.623 19.433 10.751
C -18.465 19.202 9.729
O -17.173 19.775 10.087
C -16.280 19.722 8.974
N -20.845 18.829 10.192
H -18.597 19.073 12.660
H -19.097 17.609 11.725
H -20.214 18.525 12.705
H -19.792 20.481 11.000
H -18.738 19.529 8.726
H -18.344 18.125 9.616
H -16.068 18.709 8.631
H -15.348 20.261 9.143
H -16.794 20.135 8.107
H -20.957 19.411 9.375
H -21.637 19.058 10.776
C -17.768 16.727 11.805
C -16.267 16.595 12.168
C -15.499 15.548 11.279
O -16.074 14.292 11.582
C -15.493 13.166 10.846
N -15.763 17.969 11.895
H -18.245 15.751 11.714
H -18.006 17.294 10.905
H -18.311 17.368 12.500
H -16.209 16.360 13.231
H -14.430 15.571 11.489
H -15.515 15.780 10.214
H -14.410 13.193 10.969
H -15.729 13.391 9.806
H -15.891 12.200 11.158
H -16.354 18.472 11.249
H -15.803 18.506 12.750
C -22.128 8.562 6.636
C -21.365 9.824 6.945
C -21.496 10.236 8.409
O -20.625 11.335 8.879
C -20.745 12.584 8.102
N -19.918 9.738 6.717
H -22.022 8.442 5.558
H -23.185 8.521 6.899
H -21.688 7.717 7.166
H -21.846 10.632 6.393
H -21.215 9.414 9.067
H -22.559 10.395 8.589
H -20.493 13.476 8.676
H -21.779 12.640 7.760
H -20.040 12.552 7.272
H -19.570 8.923 7.202
H -19.701 10.515 7.325
C -16.286 9.191 9.456
C -17.334 8.504 10.386
C -18.677 9.306 10.616
O -19.571 8.699 11.546
C -20.458 7.710 10.934
N -17.596 7.239 9.708
H -15.840 10.102 9.855
H -16.678 9.439 8.469
H -15.471 8.494 9.264
H -16.919 8.349 11.382
H -19.160 9.467 9.653
H -18.404 10.297 10.980
H -19.913 6.970 10.347
H -21.284 8.129 10.359
H -20.954 7.231 11.778
H -16.793 6.660 9.508
H -18.186 6.726 10.347
C -20.553 15.521 12.028
C -20.973 15.642 10.574
C -22.495 15.980 10.382
O -22.776 16.221 9.032
C -24.163 16.098 8.756
N -20.174 16.557 9.791
H -20.855 16.399 12.598
H -19.474 15.367 12.060
H -20.972 14.589 12.410
H -20.808 14.658 10.133
H -22.884 16.772 11.021
H -23.022 15.104 10.761
H -24.566 15.110 8.978
H -24.319 16.237 7.686
H -24.837 16.797 9.252
H -20.820 16.760 9.042
H -20.296 17.432 10.281
C -22.027 18.128 8.148
C -20.901 19.129 7.873
C -20.931 19.402 6.345
O -19.646 19.968 5.996
C -19.469 20.169 4.594
N -20.962 20.310 8.691
H -22.996 18.476 7.788
H -22.060 17.819 9.192
H -21.847 17.139 7.727
H -19.897 18.750 8.062
H -21.699 20.102 6.016
H -21.149 18.487 5.794
H -20.277 20.684 4.074
H -19.397 19.233 4.038
H -18.531 20.719 4.525
H -20.172 20.919 8.534
H -21.683 20.877 8.268
C -20.814 14.700 7.590
C -21.398 14.983 6.221
C -20.512 15.715 5.200
O -21.340 16.101 4.083
C -20.732 17.089 3.241
N -21.861 13.723 5.656
H -21.484 14.095 8.201
H -20.614 15.640 8.104
H -19.872 14.156 7.652
H -22.256 15.638 6.375
H -19.664 15.116 4.867
H -20.057 16.536 5.755
H -21.431 17.372 2.453
H -19.898 16.608 2.730
H -20.467 17.995 3.784
H -22.283 13.815 4.743
H -21.101 13.066 5.550
C -13.874 15.463 3.259
C -14.672 16.777 3.185
C -14.778 17.604 4.497
O -15.341 16.867 5.546
C -15.472 17.673 6.703
N -14.065 17.672 2.159
H -12.813 15.679 3.389
H -14.085 14.731 2.480
H -14.022 15.012 4.240
H -15.712 16.528 2.972
H -15.307 18.543 4.332
H -13.759 17.868 4.779
H -15.780 18.711 6.576
H -14.517 17.895 7.180
H -16.100 17.211 7.464
H -14.470 18.596 2.121
H -13.071 17.725 2.330
```

As for the HOMO energy: -5.45 eV. Its energy above the lowest of the compared OMol25 structures with the same formula, charge and spin is 5667.9 kJ/mol. Its spin multiplicity is 1. As for the HOMO-LUMO gap: 0.203 Eh. Its total energy is -111045.73542 eV.